Entry 1:
Below is a single C5H8S molecule, with properties calculated with wB97M-V/def2-TZVPD.

The geometry in ORCA input format:
```
! wB97M-V def2-TZVPD RIJCOSX def2/J DEFGRID3
* xyz 0 1
C 2.254 -0.169 -0.716
C 1.177 0.632 -0.480
C -0.104 0.318 0.217
S -1.301 1.399 0.034
C -0.227 -0.966 0.932
C -0.433 -2.117 -0.028
H 3.047 0.253 -1.270
H 2.329 -1.206 -0.415
H 1.246 1.699 -0.704
H -1.043 -0.875 1.641
H 0.687 -1.121 1.501
H -0.993 -2.940 0.482
H -0.998 -1.878 -0.893
H 0.536 -2.496 -0.431
*
```

Summary:
HOMO-LUMO gap in hartree: 0.2965
ΔE to the lowest compared entry with this formula, charge and spin in kJ/mol: 97.99
SMILES: C=CC(=S)CC
HOMO in eV: -8.6
LUMO level in eV: -0.578

Löwdin atomic charge list, values in e, 8 entries: C 0.05; C -0.21; C -0.80; S 0.75; C -0.31; C -0.10; H 0.04; H 0.05

Entry 2:
Below is a gas-phase ion, C10H25N4 (charge +1), with properties calculated with wB97M-V/def2-TZVPD.

The geometry in ORCA input format:
```
! wB97M-V def2-TZVPD RIJCOSX def2/J DEFGRID3
* xyz 1 1
C -0.437 -1.882 0.322
C -1.343 -0.694 -0.062
C -2.377 -0.301 1.038
C -2.177 -1.155 -1.320
C -0.421 0.537 -0.486
C 0.162 0.308 -1.927
C -1.257 1.757 -0.517
C 0.791 0.902 0.461
C 0.407 1.466 2.092
N 1.697 1.849 -0.202
N 1.793 -0.090 0.849
C 2.723 -0.708 0.093
N 3.505 -1.650 0.691
N 3.135 -0.306 -1.108
H -0.970 -2.877 0.259
H 0.355 -1.903 -0.396
H 0.003 -1.741 1.351
H -1.865 0.020 1.909
H -3.031 -1.147 1.214
H -3.210 0.375 0.658
H -2.602 -0.305 -1.924
H -1.776 -2.010 -1.813
H -3.232 -1.543 -1.052
H 0.974 1.091 -2.115
H 0.457 -0.780 -1.880
H -0.648 0.611 -2.614
H -2.140 1.420 -0.997
H -0.875 2.678 -0.912
H -1.702 1.979 0.482
H -0.017 0.732 2.689
H -0.155 2.493 1.973
H 1.439 1.673 2.597
H 2.224 2.406 0.447
H 1.020 2.522 -0.699
H 1.668 -0.505 1.748
H 4.297 -1.977 0.174
H 3.312 -2.364 1.387
H 3.718 -0.824 -1.721
H 2.380 0.144 -1.726
*
```

Summary:
HOMO-LUMO gap in hartree: 0.3857
ΔE to the lowest compared entry with this formula, charge and spin in kJ/mol: 294.93
SMILES: CC(C)(C)C(C)(C)[C@](C)(N)[NH+]=C(N)N
HOMO in eV: -13.1
LUMO level in eV: -2.587

Löwdin atomic charge list, values in e, 8 entries: C -0.04; C -0.48; C -0.04; C -0.06; C -0.43; C -0.03; C -0.07; C -0.39

Entry 3:
Below is a molecular structure, C48H39N11RhS, with properties calculated with wB97M-V/def2-TZVPD.

The geometry in ORCA input format:
```
! wB97M-V def2-TZVPD RIJCOSX def2/J DEFGRID3
* xyz 1 1
Rh 0.071 -0.115 0.897
C -1.839 -5.911 1.920
C -0.808 -6.217 1.031
C 0.206 -5.305 0.773
C 0.142 -4.074 1.402
C 0.920 -2.849 1.218
N 0.330 -1.838 1.930
C -0.768 -2.335 2.589
N -1.547 -1.631 3.369
C -1.634 -0.302 3.282
C -2.147 0.626 4.270
C -2.474 0.491 5.614
C -2.882 1.621 6.299
C -2.985 2.862 5.659
C -2.657 3.008 4.323
C -2.232 1.879 3.635
C -1.783 1.684 2.272
N -1.842 2.572 1.282
C -1.209 2.439 0.131
N -0.192 1.562 -0.128
C 0.383 1.839 -1.337
N 1.526 1.348 -1.777
C 2.148 0.336 -1.181
N 1.550 -0.555 -0.337
C 2.401 -1.585 -0.065
N 2.006 -2.732 0.490
C 3.678 -1.295 -0.688
C 4.908 -1.940 -0.639
C 5.966 -1.365 -1.321
C 5.806 -0.167 -2.027
C 4.585 0.483 -2.073
C 3.513 -0.095 -1.404
C -0.395 2.900 -1.970
C -0.335 3.480 -3.227
C -1.268 4.459 -3.530
C -2.211 4.880 -2.589
C -2.279 4.299 -1.331
C -1.373 3.291 -1.043
N -1.375 0.386 2.136
C -0.906 -3.756 2.274
C -1.897 -4.680 2.558
H -2.612 -6.646 2.106
H -0.807 -7.172 0.522
H 1.009 -5.531 0.083
H -2.415 -0.473 6.103
H -3.122 1.552 7.352
H -3.338 3.718 6.218
H -2.724 3.966 3.825
H 5.029 -2.852 -0.069
H 6.937 -1.844 -1.305
H 6.661 0.269 -2.526
H 4.463 1.418 -2.603
H 0.408 3.158 -3.945
H -1.267 4.915 -4.512
H -2.905 5.668 -2.849
H -3.013 4.613 -0.601
H -2.697 -4.441 3.246
N -1.173 -1.490 -0.278
S -2.523 -1.279 -1.106
C -2.103 -0.541 -2.694
C -3.137 -0.054 -3.483
C -2.834 0.563 -4.685
C -1.509 0.696 -5.082
C -0.486 0.216 -4.278
C -0.781 -0.405 -3.073
C -2.870 -2.949 -1.653
C -2.023 -3.583 -2.552
C -2.238 -4.918 -2.851
C -3.288 -5.606 -2.253
C -4.130 -4.959 -1.360
C -3.920 -3.623 -1.050
H -0.546 -2.158 -0.717
H -4.165 -0.154 -3.153
H -3.629 0.947 -5.312
H -1.277 1.181 -6.022
H 0.547 0.321 -4.584
H 0.014 -0.768 -2.432
H -1.209 -3.045 -3.022
H -1.585 -5.421 -3.551
H -3.456 -6.647 -2.495
H -4.950 -5.495 -0.901
H -4.565 -3.111 -0.347
C 4.849 2.906 0.980
C 3.354 3.063 1.242
C 3.124 3.820 2.554
C 2.709 3.825 0.084
N 2.795 1.691 1.274
N 1.576 1.501 1.969
H 5.278 3.852 0.654
H 5.020 2.170 0.191
H 5.373 2.587 1.883
H 3.583 4.807 2.495
H 3.576 3.287 3.394
H 2.062 3.972 2.759
H 3.138 4.825 0.013
H 1.627 3.930 0.220
H 2.882 3.303 -0.856
H 3.471 0.998 1.566
H 1.005 2.323 1.802
H 1.703 1.409 2.976
*
```

Summary:
HOMO-LUMO gap (spin up / spin down) in hartree: 0.1819 / 0.1808
ΔE to the lowest compared entry with this formula, charge and spin in kJ/mol: 142.63
HOMO (spin up / spin down) in eV: -8.6 / -8.6
LUMO level (spin up / spin down) in eV: -3.665 / -3.669

Löwdin atomic charge list, values in e, 8 entries: Rh 1.19; C -0.06; C -0.06; C 0.00; C -0.11; C -0.30; N 0.00; C -0.28

Entry 4:
Below is 2 unconnected molecules or ions with the total composition C5H10N, with properties calculated with wB97M-V/def2-TZVPD.

The geometry in ORCA input format:
```
! wB97M-V def2-TZVPD RIJCOSX def2/J DEFGRID3
* xyz 1 1
C 3.002 0.985 -0.487
C 2.101 0.013 -0.339
C 1.751 1.096 -1.351
C -2.461 -0.853 1.356
C -1.353 -0.191 0.693
N -1.017 -0.275 -0.523
H 3.982 1.225 -0.264
H 1.725 -0.757 0.342
H 1.903 0.907 -2.472
H -2.407 -1.958 1.094
H -3.517 -0.639 1.334
H -2.298 -0.786 2.484
H -0.604 0.249 1.362
H -0.076 0.031 -0.788
H -1.651 -0.826 -1.237
H 0.919 1.779 -1.205
*
```

Summary:
HOMO-LUMO gap in hartree: 0.2968
ΔE to the lowest compared entry with this formula, charge and spin in kJ/mol: 354.91
HOMO in eV: -13.0
LUMO level in eV: -4.972

Löwdin atomic charge list, values in e, 8 entries: C 0.01; C -0.08; C -0.19; C -0.03; C -0.12; N 0.22; H 0.08; H 0.10